#one
Computed, not measured: C4H3N in the gas phase, with ωB97M-V/def2-TZVPD.

Its spin multiplicity is 1. The calculation puts the LUMO energy at 0.82 eV.

The geometry in XYZ format:
```
8
C4H3N ωB97M-V/def2-TZVPD
C -1.891 0.626 -0.278
C 0.472 -0.307 0.068
C -0.885 -0.025 -0.454
C 0.791 1.145 0.408
N 1.451 0.606 -0.486
H -2.568 1.495 -0.375
H 0.931 -1.337 0.410
H 1.503 0.592 -1.445
```

***

#two
Computed, not measured: C4H3N in the gas phase, with ωB97M-V/def2-TZVPD.

Its spin multiplicity is 1. The calculation puts the LUMO energy (alpha / beta) at -1.80 / -1.97 eV.

The geometry in XYZ format:
```
8
C4H3N ωB97M-V/def2-TZVPD
C 1.365 -0.953 0.491
C 0.630 -1.044 -0.584
C -0.823 0.841 -0.024
C -0.229 1.193 1.165
N -0.314 -0.095 -0.786
H 0.345 0.437 1.651
H 0.687 -1.869 -1.416
H -1.662 1.491 -0.499
```

***

Of them, the most stable is #one and the least stable is #two.

***

#one
Computed, not measured: a gas-phase ion, C4H11N2 (charge +2), with ωB97M-V/def2-TZVPD.

Its charge is +2. Its spin multiplicity is 2. The calculation puts the LUMO energy (alpha / beta) at -8.55 / -11.89 eV.

The geometry in XYZ format:
```
17
C4H11N2 ωB97M-V/def2-TZVPD
C -1.556 0.566 0.121
C -0.156 1.208 0.074
C 1.001 0.262 -0.193
C 1.479 -0.542 0.837
N 2.460 -1.412 0.534
N -1.849 -0.280 -1.124
H -1.797 -0.069 0.968
H -2.295 1.357 0.207
H 0.015 1.629 1.070
H -0.136 1.983 -0.685
H 1.502 0.354 -1.148
H 1.044 -0.583 1.829
H 2.616 -2.078 1.298
H 3.408 -1.008 0.458
H -1.009 -0.845 -1.241
H -2.037 0.324 -1.936
H -2.690 -0.865 -1.071
```

***

#two
Computed, not measured: a gas-phase ion, C4H11N2 (charge +2), with ωB97M-V/def2-TZVPD.

Its charge is +2. Its spin multiplicity is 2. The calculation puts the LUMO energy (alpha / beta) at -9.68 / -14.40 eV.

The geometry in XYZ format:
```
17
C4H11N2 ωB97M-V/def2-TZVPD
C -0.442 -1.249 0.899
C -0.216 0.187 1.384
C 1.044 0.795 0.346
C 0.193 1.787 -1.624
N 0.596 0.659 -1.066
N -0.767 -1.489 -0.601
H 0.492 -1.875 0.979
H -1.229 -1.602 1.472
H 0.222 0.323 2.431
H -1.091 0.922 1.413
H 1.875 0.009 0.515
H 1.294 1.756 0.702
H 0.406 2.716 -1.127
H 0.008 1.667 -2.701
H -0.766 -0.539 -1.057
H -1.575 -2.127 -0.859
H -0.043 -1.939 -1.105
```

***

Of them, the most stable is #one and the least stable is #two.

***

#one
Computed, not measured: 5 unconnected molecules or ions with the total composition CH14NO4, with ωB97M-V/def2-TZVPD.

Its charge is +1. Its spin multiplicity is 1. The calculation puts the LUMO energy at -2.95 eV.

The geometry in XYZ format:
```
20
CH14NO4 ωB97M-V/def2-TZVPD
C -1.212 1.344 -0.982
N -0.721 -0.029 -0.501
H -0.361 2.061 -0.791
H -2.107 1.850 -0.578
H -1.401 1.210 -2.126
H -1.421 -0.464 0.212
H -0.604 -0.637 -1.321
H 0.162 0.152 -0.171
H -2.608 -0.131 1.941
H -2.475 -1.453 2.214
O -2.356 -0.893 1.430
H 2.301 -0.040 -3.550
H 1.073 -0.814 -3.933
O 1.351 -0.041 -3.401
H 3.543 1.730 -0.221
H 2.772 1.113 -1.263
O 2.705 1.228 -0.317
H -0.113 -1.364 4.620
H 0.774 -1.139 3.439
O -0.102 -1.536 3.653
```

***

#two
Computed, not measured: 5 unconnected molecules or ions with the total composition CH14NO4, with ωB97M-V/def2-TZVPD.

Its charge is +1. Its spin multiplicity is 1. The calculation puts the LUMO energy at -2.92 eV.

The geometry in XYZ format:
```
20
CH14NO4 ωB97M-V/def2-TZVPD
C 1.326 -0.608 -0.586
N 0.095 0.259 -0.633
H 2.167 -0.353 -1.217
H 1.624 -0.634 0.460
H 1.040 -1.645 -0.757
H -0.733 -0.330 -0.880
H 0.186 0.981 -1.338
H -0.111 0.472 0.351
H -0.275 0.432 -4.858
H -1.188 0.628 -3.607
O -0.331 0.323 -3.894
H 0.538 -1.249 4.075
H 0.873 -0.550 5.328
O 0.748 -0.340 4.366
H 1.022 0.818 2.944
H 0.681 2.160 2.172
O 0.761 1.207 2.088
H -2.936 -1.073 -0.842
H -2.627 -1.169 -2.334
O -2.303 -0.816 -1.512
```

***

Of them, the most stable is #two and the least stable is #one.

***

#one
Computed, not measured: a molecular structure, CH3O2S2, with ωB97M-V/def2-TZVPD.

Its charge is -1. Its spin multiplicity is 1. The calculation puts the LUMO energy at 3.83 eV.

The geometry in XYZ format:
```
8
CH3O2S2 ωB97M-V/def2-TZVPD
C 1.230 0.158 0.195
O -2.252 -0.635 -1.473
O -1.964 -0.145 1.013
S 0.491 1.431 -0.778
S -1.401 -0.464 -0.303
H 0.769 -0.768 -0.215
H 0.877 0.352 1.248
H 2.251 0.071 0.312
```

***

#two
Computed, not measured: 2 unconnected molecules or ions with the total composition CH3O2S2, with ωB97M-V/def2-TZVPD.

Its charge is -1. Its spin multiplicity is 1. The calculation puts the LUMO energy at 3.73 eV.

The geometry in XYZ format:
```
8
CH3O2S2 ωB97M-V/def2-TZVPD
C -0.618 -0.445 0.093
O 1.949 -0.707 0.477
O 0.963 1.580 -0.017
S -1.786 0.758 0.151
S 1.077 -0.014 -0.471
H -0.596 -1.204 0.859
H -0.976 -1.718 -1.202
H -0.012 1.749 0.111
```

***

Of them, the most stable is #one and the least stable is #two.

***

#one
Computed, not measured: 2 unconnected molecules or ions with the total composition C2H9N2S, with ωB97M-V/def2-TZVPD.

Its charge is +1. Its spin multiplicity is 1. The calculation puts the LUMO energy at -4.98 eV.

The geometry in XYZ format:
```
14
C2H9N2S ωB97M-V/def2-TZVPD
C -1.133 -0.641 1.094
C -0.232 0.561 1.217
N -1.521 -0.599 -0.366
N -0.447 1.512 0.388
S 2.501 -0.055 -0.818
H -1.912 -0.710 1.849
H -0.601 -1.575 1.270
H 0.311 0.694 2.104
H -0.930 -1.221 -0.905
H -2.514 -0.786 -0.544
H -0.062 2.425 0.228
H -1.239 1.381 -0.268
H 3.365 -0.813 0.035
H 3.471 -0.147 -1.880
```

***

#two
Computed, not measured: a gas-phase ion, C2H9N2S (charge +1), with ωB97M-V/def2-TZVPD.

Its charge is +1. Its spin multiplicity is 1. The SMILES is C[C@@H]([NH3+])NS. The calculation puts the LUMO energy at -3.73 eV.

The geometry in XYZ format:
```
14
C2H9N2S ωB97M-V/def2-TZVPD
C 0.992 0.691 0.869
C -0.249 0.197 0.231
N -0.108 -1.275 0.236
N -0.268 0.763 -1.148
S -1.419 -2.074 -0.481
H 1.842 0.100 0.671
H 0.716 0.855 1.879
H 1.358 1.701 0.523
H -1.150 0.389 0.769
H 0.919 -1.843 0.221
H 0.808 0.890 -1.483
H -0.802 1.653 -1.292
H -0.540 -0.062 -1.684
H -2.101 -1.985 0.690
```

***

Of them, the most stable is #one and the least stable is #two.

***

#one
Computed, not measured: C5H6 in the gas phase, with ωB97M-V/def2-TZVPD.

Its spin multiplicity is 1. The calculation puts the LUMO energy (alpha / beta) at -0.20 / 0.05 eV.

The geometry in XYZ format:
```
11
C5H6 ωB97M-V/def2-TZVPD
C 0.362 0.185 0.432
C -0.690 -0.768 0.255
C 0.785 0.956 1.429
C -1.596 -1.160 -0.601
C 1.008 0.372 -0.835
H 1.690 1.606 1.360
H 0.240 1.082 2.431
H -1.736 -0.884 -1.597
H -2.312 -1.920 -0.257
H 0.380 0.665 -1.552
H 1.870 -0.135 -1.065
```

***

#two
Computed, not measured: a molecular structure, C5H6, with ωB97M-V/def2-TZVPD.

Its spin multiplicity is 1. The calculation puts the LUMO energy (alpha / beta) at -0.34 / -0.33 eV.

The geometry in XYZ format:
```
11
C5H6 ωB97M-V/def2-TZVPD
C -0.978 -1.367 -1.593
C -0.559 -0.728 -0.540
C -0.462 -0.547 0.845
C 0.554 0.566 -0.316
C 0.020 0.848 1.064
H -0.339 -1.478 -2.470
H -0.146 -1.366 1.495
H 1.585 0.219 -0.341
H 0.314 1.259 -1.119
H 0.754 0.969 1.861
H -0.743 1.626 1.113
```

***

#three
Computed, not measured: a molecular structure, C5H6, with ωB97M-V/def2-TZVPD.

Its spin multiplicity is 1. The calculation puts the LUMO energy at 0.81 eV.

The geometry in XYZ format:
```
11
C5H6 ωB97M-V/def2-TZVPD
C -0.128 -1.527 -0.256
C 0.999 -0.864 0.130
C -0.986 -0.288 -0.195
C 1.501 0.492 -0.237
C 0.194 0.463 0.382
H -0.224 -2.626 -0.286
H -1.329 -0.165 -1.200
H -1.990 -0.155 0.382
H 2.330 1.051 0.212
H 1.574 0.402 -1.337
H 0.147 0.689 1.803
```

***

Of them, the most stable is #one and the least stable is #three.

***

#one
Computed, not measured: 2 unconnected molecules or ions with the total composition C5H8NO, with ωB97M-V/def2-TZVPD.

Its charge is +1. Its spin multiplicity is 1. The calculation puts the LUMO energy at -5.94 eV.

The geometry in XYZ format:
```
15
C5H8NO ωB97M-V/def2-TZVPD
C -1.981 -0.254 0.292
C -0.983 -0.853 -0.573
C 1.509 -0.807 -0.059
C 0.254 -0.180 0.037
C 0.392 1.274 0.232
N -0.795 -0.878 0.879
O 2.632 -0.291 0.028
H -2.185 0.806 0.405
H -2.890 -1.001 0.404
H -1.009 -1.378 -1.495
H 1.295 -2.464 -0.214
H -0.048 1.864 -0.687
H 1.512 1.513 0.157
H -0.095 1.580 1.117
H 3.332 -0.922 -0.248
```

***

#two
Computed, not measured: a gas-phase ion, C5H8NO (charge +1), with ωB97M-V/def2-TZVPD.

Its charge is +1. Its spin multiplicity is 1. The SMILES is CC1=C([N+](C)=O)C1. The calculation puts the LUMO energy (alpha / beta) at -7.02 / -6.60 eV.

The geometry in XYZ format:
```
15
C5H8NO ωB97M-V/def2-TZVPD
C 1.159 -0.616 0.095
C -0.553 -0.522 0.114
C 0.245 -1.768 0.054
C 2.341 0.184 0.195
C -1.706 1.500 -0.232
N -1.681 0.042 -0.062
O -2.699 -0.590 -0.226
H -0.011 -2.483 -0.793
H 0.358 -2.658 0.714
H 2.204 0.971 -0.497
H 3.245 -0.403 0.208
H 2.506 0.760 1.173
H -2.009 1.850 -1.318
H -0.857 1.965 0.157
H -2.541 1.769 0.419
```

***

#three
Computed, not measured: 2 unconnected molecules or ions with the total composition C5H8NO, with ωB97M-V/def2-TZVPD.

Its charge is +1. Its spin multiplicity is 1. The calculation puts the LUMO energy at -6.54 eV.

The geometry in XYZ format:
```
15
C5H8NO ωB97M-V/def2-TZVPD
C -2.071 -0.555 -0.005
C -0.871 -0.699 0.033
C -3.357 -0.030 0.110
C 2.681 0.393 -0.398
C 1.564 0.652 0.590
N 0.392 -0.907 -0.074
O 1.074 -1.832 -0.360
H -3.376 0.727 0.928
H -3.782 0.191 -0.971
H -3.946 -0.778 0.402
H 2.390 0.666 -1.323
H 3.578 0.958 -0.365
H 2.984 -0.649 -0.400
H 0.934 1.489 0.221
H 1.806 0.375 1.612
```

***

Of them, the most stable is #one and the least stable is #two.

***

#one
Computed, not measured: a gas-phase ion, C5H8NO (charge +1), with ωB97M-V/def2-TZVPD.

Its charge is +1. Its spin multiplicity is 1. The SMILES is C#CC(=O)C[NH2+]C. The calculation puts the LUMO energy at -4.38 eV.

The geometry in XYZ format:
```
15
C5H8NO ωB97M-V/def2-TZVPD
C -2.724 -0.179 2.530
C -1.975 -0.263 1.564
C -1.006 -0.604 0.570
C 1.916 -0.014 -1.332
C 0.165 0.423 0.362
N 0.515 0.297 -1.050
O -1.115 -1.491 -0.249
H -3.449 0.107 3.269
H 2.281 -0.635 -0.486
H 2.102 -0.532 -2.262
H 2.465 0.827 -1.369
H -0.332 1.381 0.351
H 0.902 0.339 1.158
H 0.097 0.991 -1.615
H 0.158 -0.648 -1.441
```

***

#two
Computed, not measured: a gas-phase ion, C5H8NO (charge +1), with ωB97M-V/def2-TZVPD.

Its charge is +1. Its spin multiplicity is 1. The calculation puts the LUMO energy (alpha / beta) at -5.88 / -4.60 eV.

The geometry in XYZ format:
```
15
C5H8NO ωB97M-V/def2-TZVPD
C -1.434 0.359 -0.835
C -3.426 -0.511 0.128
C 1.003 0.264 -0.120
C 1.447 -1.093 0.065
C 1.809 1.377 0.100
N -0.285 0.285 -0.360
O -2.626 0.417 -0.359
H -4.522 -0.293 -0.072
H -2.960 -1.385 0.554
H 0.619 -1.793 0.183
H 2.123 -1.079 0.933
H 2.022 -1.362 -0.794
H 2.086 1.299 1.183
H 1.325 2.344 -0.190
H 2.821 1.171 -0.415
```

***

#three
Computed, not measured: a gas-phase ion, C5H8NO (charge +1), with ωB97M-V/def2-TZVPD.

Its charge is +1. Its spin multiplicity is 1. The calculation puts the LUMO energy (alpha / beta) at -5.10 / -5.46 eV.

The geometry in XYZ format:
```
15
C5H8NO ωB97M-V/def2-TZVPD
C -2.025 0.848 -0.235
C 1.639 0.296 0.181
C 0.344 0.579 -0.653
C 1.648 -1.231 0.465
C -1.005 -1.117 0.461
N -0.925 0.135 -0.041
O 0.423 -1.679 0.621
H -3.112 0.602 0.012
H -2.168 1.644 -0.915
H 2.531 0.813 -0.158
H 1.419 0.670 1.189
H 0.324 1.673 -0.772
H 0.247 0.141 -1.630
H 2.527 -1.905 0.431
H -1.865 -1.469 1.042
```

***

#four
Computed, not measured: a gas-phase ion, C5H8NO (charge +1), with ωB97M-V/def2-TZVPD.

Its charge is +1. Its spin multiplicity is 1. The calculation puts the LUMO energy at -6.66 eV.

The geometry in XYZ format:
```
15
C5H8NO ωB97M-V/def2-TZVPD
C -0.780 -0.195 -0.229
C -1.564 0.720 -1.174
C 0.441 -0.206 0.348
C 1.259 0.945 0.161
C 0.882 -1.289 1.193
N -1.861 -0.972 -0.164
O -2.551 -0.335 -1.008
H -1.811 1.784 -1.008
H -1.459 0.599 -2.249
H 2.198 0.842 0.749
H 0.571 1.838 0.469
H 1.390 1.217 -1.009
H 0.157 -2.111 1.196
H 1.415 -1.099 2.100
H 1.713 -1.738 0.624
```

***

Of them, the most stable is #one and the least stable is #two.